No. 1
DFT (ωB97M-V/def2-TZVPD) results for C18H47BeNO4Si2 as an isolated structure at a distorted geometry.

Each line ends with the Löwdin charge.
Cartesian coordinates (Å):
O 0.751 -1.731 -4.059  -0.25
O -0.554 -3.928 -3.548  -0.26
C 0.772 -0.565 -4.878  -0.24
C 1.682 0.574 -4.463  -0.08
H -0.277 -0.233 -4.913  0.11
H 1.030 -0.916 -5.891  0.12
H 1.476 0.930 -3.451  0.08
H 1.491 1.407 -5.142  0.08
H 2.732 0.292 -4.559  0.08
C 1.766 -1.947 -3.060  -0.25
C 2.673 -3.065 -3.479  -0.07
H 1.226 -2.214 -2.138  0.10
H 2.336 -1.025 -2.871  0.10
H 2.105 -3.992 -3.631  0.06
H 3.423 -3.228 -2.697  0.08
H 3.194 -2.817 -4.414  0.09
C -0.683 -5.203 -2.913  -0.26
C -0.791 -3.970 -4.969  -0.25
C -0.136 -5.118 -1.509  -0.06
H -0.126 -5.954 -3.499  0.12
H -1.744 -5.506 -2.889  0.11
H 0.903 -4.758 -1.518  0.07
H -0.152 -6.125 -1.074  0.08
H -0.741 -4.473 -0.856  0.06
C 0.421 -4.395 -5.746  -0.07
H -1.089 -2.953 -5.243  0.10
H -1.649 -4.629 -5.182  0.12
H 1.235 -3.682 -5.593  0.06
H 0.165 -4.417 -6.808  0.08
H 0.749 -5.393 -5.442  0.08
H -0.749 -2.208 -3.006  0.06
Be -1.831 -0.273 -0.032  0.08
C -1.467 -1.696 -2.217  -0.17
Si -3.250 -1.833 -2.873  0.50
H -1.313 -2.292 -1.303  0.02
H -1.101 -0.663 -2.126  0.02
C -3.273 -1.019 -4.567  -0.17
C -4.593 -1.027 -1.836  -0.18
C -3.757 -3.649 -2.931  -0.16
C -1.958 1.238 -0.796  -0.28
Si -2.856 2.485 0.277  0.42
H -2.466 1.188 -1.775  0.02
H -0.946 1.626 -1.012  0.02
C -4.706 2.163 0.138  -0.19
C -2.478 4.247 -0.267  -0.19
C -2.311 2.310 2.071  -0.19
H -4.855 -3.731 -2.948  0.03
H -3.403 -4.183 -2.038  0.04
H -3.370 -4.164 -3.819  0.01
H -3.326 0.076 -4.466  0.03
H -4.154 -1.341 -5.140  0.03
H -2.382 -1.248 -5.165  0.00
H -4.577 0.066 -1.936  0.01
H -4.494 -1.280 -0.771  0.02
H -5.578 -1.382 -2.179  0.04
H -2.338 4.292 -1.356  0.03
H -1.558 4.616 0.206  0.02
H -3.291 4.937 -0.001  0.03
H -1.245 2.556 2.180  0.03
H -2.479 1.294 2.456  0.02
H -2.880 3.006 2.706  0.03
H -5.269 2.790 0.842  0.03
H -4.943 1.113 0.353  0.03
H -5.066 2.392 -0.875  0.03
N -0.369 -0.728 0.740  0.06
C -0.831 -1.815 1.680  -0.07
C -2.132 -2.313 1.075  -0.55
O -2.436 -3.488 0.994  0.09
O -2.830 -1.288 0.553  -0.09
H 0.371 -1.097 0.130  0.13
H 0.099 0.019 1.262  0.13
H -0.101 -2.629 1.767  0.13
H -1.030 -1.405 2.681  0.14

Values from the calculation:
largest force on an atom = 3.0 eV/Å
HOMO = -8.87 eV
net charge = 0
relative energy (zero: lowest compared OMol25 entry of this formula, charge and spin) = 0.1485 eV

No. 2
DFT (ωB97M-V/def2-TZVPD) results for a 4-piece molecular cluster, C18H47ClN3O5PS overall.

Each line ends with the Löwdin charge.
Cartesian coordinates (Å):
O 0.703 -4.535 -4.564  -0.38
S 0.058 -5.015 -5.749  0.93
O -1.257 -5.881 -5.295  -0.40
O -1.059 -6.471 -3.987  -0.06
O 1.079 -6.223 -6.272  -0.63
P 0.777 -7.524 -7.238  0.52
O -0.572 -7.059 -8.012  -0.35
Cl -0.054 -8.885 -5.912  0.24
H -1.880 -6.982 -3.947  0.10
H -1.392 -7.352 -7.597  0.04
C 0.371 -3.944 -1.372  -0.08
C -0.248 -2.556 -1.388  -0.27
N -0.143 -1.858 -0.116  -0.20
C -0.961 -0.662 -0.042  -0.25
C -0.627 0.508 -0.977  -0.07
C 1.199 -1.743 0.427  -0.25
C 2.268 -1.049 -0.429  -0.08
H -0.046 -4.542 -0.559  0.08
H 0.166 -4.442 -2.317  0.04
H 1.454 -3.909 -1.251  0.07
H -1.316 -2.646 -1.609  0.12
H 0.190 -1.989 -2.226  0.10
H -0.940 -0.307 0.993  0.11
H -1.994 -0.971 -0.233  0.10
H 0.269 1.043 -0.663  0.06
H -1.452 1.223 -0.971  0.05
H -0.485 0.179 -2.007  0.07
H 1.552 -2.749 0.664  0.10
H 1.120 -1.234 1.390  0.10
H 2.235 -1.384 -1.467  0.07
H 3.261 -1.286 -0.040  0.07
H 2.165 0.036 -0.418  0.05
C 6.213 3.326 4.763  -0.09
C 4.934 2.563 4.454  -0.28
N 4.694 2.405 3.030  -0.20
C 3.354 1.944 2.717  -0.25
C 2.944 0.541 3.183  -0.08
C 5.772 1.791 2.273  -0.25
C 6.239 0.391 2.694  -0.08
H 6.220 4.289 4.250  0.08
H 6.284 3.507 5.836  0.07
H 7.105 2.773 4.467  0.06
H 4.085 3.121 4.857  0.12
H 4.956 1.604 4.997  0.10
H 3.224 2.011 1.633  0.11
H 2.656 2.668 3.147  0.11
H 3.411 -0.240 2.585  0.05
H 1.863 0.425 3.081  0.06
H 3.191 0.366 4.231  0.07
H 6.631 2.464 2.305  0.10
H 5.459 1.770 1.226  0.11
H 6.357 0.315 3.776  0.07
H 7.210 0.177 2.244  0.07
H 5.551 -0.391 2.376  0.05
C -5.009 0.507 -0.889  -0.09
C -5.702 1.859 -0.816  -0.27
N -5.605 2.480 0.494  -0.20
C -6.488 3.620 0.663  -0.25
C -6.240 4.861 -0.204  -0.09
C -4.258 2.632 1.016  -0.24
C -3.248 3.427 0.177  -0.08
H -5.376 -0.158 -0.106  0.08
H -5.207 0.044 -1.857  0.07
H -3.926 0.593 -0.786  0.04
H -6.768 1.722 -1.022  0.12
H -5.314 2.498 -1.626  0.10
H -6.459 3.908 1.717  0.11
H -7.506 3.266 0.475  0.11
H -5.363 5.420 0.120  0.05
H -7.098 5.532 -0.136  0.07
H -6.109 4.601 -1.255  0.07
H -3.849 1.632 1.181  0.10
H -4.339 3.077 2.010  0.11
H -3.296 3.151 -0.878  0.06
H -2.237 3.210 0.526  0.07
H -3.393 4.504 0.253  0.05

Values from the calculation:
largest force on an atom = 0.4 eV/Å
HOMO = -7.91 eV
net charge = 0

No. 3
DFT (ωB97M-V/def2-TZVPD) results for C18H47MnO14P3 as an isolated structure at a distorted geometry.

Each line ends with the Löwdin charge.
Cartesian coordinates (Å):
Mn 0.358 -0.548 -0.912  0.74
O 2.161 -0.165 -1.751  -0.46
H 2.845 -0.333 -2.428  -0.07
O -1.340 -1.505 -0.825  -0.44
H -1.678 -2.396 -1.038  -0.06
C -1.317 5.559 -3.057  -0.05
C -2.203 4.447 -2.502  -0.35
O -1.374 3.507 -2.113  -0.18
P -1.066 2.109 -2.909  0.60
O -0.606 0.916 -2.107  -0.27
O -2.435 1.875 -3.725  -0.18
C -3.059 0.584 -3.517  -0.23
C -2.756 -0.456 -4.638  -0.07
O -0.046 2.491 -4.130  -0.18
C 1.315 2.828 -3.828  -0.24
C 2.096 2.903 -5.218  -0.05
H -0.764 5.374 -3.978  0.08
H -1.969 6.398 -3.297  0.07
H -0.605 5.821 -2.274  0.08
H -2.858 4.805 -1.708  0.12
H -2.810 3.967 -3.270  0.11
H -2.775 0.184 -2.543  0.09
H -4.145 0.653 -3.588  0.11
H -3.375 -1.353 -4.615  0.07
H -2.690 -0.049 -5.647  0.07
H -1.760 -0.887 -4.534  0.07
H 1.472 3.817 -3.398  0.10
H 1.822 2.204 -3.092  0.10
H 1.435 3.237 -6.018  0.06
H 2.943 3.585 -5.131  0.07
H 2.413 1.921 -5.568  0.07
C 3.472 -6.260 -1.219  -0.06
C 3.596 -5.177 -0.169  -0.20
O 2.777 -3.908 -0.395  -0.17
P 1.919 -3.325 0.801  0.46
O 1.203 -2.099 0.437  -0.24
O 3.060 -3.241 1.876  -0.17
C 3.113 -2.242 2.913  -0.23
C 3.260 -0.880 2.253  -0.07
O 1.068 -4.644 1.337  -0.18
C -0.196 -4.802 0.804  -0.34
C -1.198 -4.948 1.886  -0.06
H 2.448 -6.458 -1.536  0.08
H 4.208 -6.119 -2.011  0.08
H 3.633 -7.134 -0.588  0.08
H 3.213 -5.585 0.767  0.09
H 4.598 -4.818 0.067  0.12
H 2.256 -2.195 3.585  0.11
H 3.959 -2.382 3.587  0.12
H 2.319 -0.429 1.936  0.05
H 3.699 -0.127 2.907  0.08
H 3.951 -1.039 1.425  0.09
H -0.650 -4.087 0.119  0.11
H 0.040 -5.691 0.219  0.13
H -0.521 -5.191 2.706  0.08
H -1.782 -4.110 2.266  0.07
H -1.876 -5.789 1.747  0.08
C -3.609 3.457 1.506  -0.06
C -2.205 2.939 1.144  -0.25
O -1.656 2.106 2.176  -0.20
P -0.216 1.287 2.023  0.60
O 0.095 0.761 0.662  -0.26
O -0.343 0.190 3.216  -0.19
C -1.177 -1.006 2.999  -0.23
C -2.646 -1.012 3.550  -0.05
O 0.970 2.262 2.657  -0.18
C 0.716 2.981 3.914  -0.25
C 1.547 2.466 5.135  -0.06
H -4.010 4.286 0.923  0.07
H -4.351 2.658 1.494  0.07
H -3.692 3.683 2.569  0.07
H -2.060 2.316 0.261  0.10
H -1.588 3.815 0.945  0.11
H -1.196 -1.284 1.946  0.09
H -0.643 -1.821 3.487  0.11
H -2.509 -0.812 4.613  0.08
H -3.202 -0.317 2.920  0.07
H -3.089 -1.994 3.386  0.07
H 1.054 3.966 3.594  0.11
H -0.275 3.215 4.303  0.11
H 1.037 1.583 5.519  0.07
H 2.556 2.238 4.792  0.07
H 1.695 3.222 5.906  0.07

Values from the calculation:
multiplicity = 6
<S²> = 8.754
largest force on an atom = 7.7 eV/Å
HOMO (spin up / spin down) = -6.81 / -7.51 eV
net charge = 0
relative energy (zero: lowest compared OMol25 entry of this formula, charge and spin) = 3.9514 eV

No. 4
DFT (ωB97M-V/def2-TZVPD) results for C18H47N3O7Ti as an isolated structure at a distorted geometry.

Each line ends with the Löwdin charge.
Cartesian coordinates (Å):
Ti 0.537 -0.619 2.120  0.61
C 1.117 2.071 4.361  -0.05
O 0.608 1.559 3.137  -0.29
C -0.047 2.460 2.267  -0.21
C 0.363 2.120 0.836  -0.17
N -0.268 0.826 0.440  -0.08
C -1.669 1.152 0.061  -0.17
C -1.968 0.958 -1.425  -0.22
O -2.331 -0.372 -1.662  -0.19
C -2.829 -0.589 -2.962  -0.10
H 1.587 1.207 4.820  0.08
H 0.346 2.588 4.936  0.10
H 1.883 2.829 4.154  0.10
H 0.234 3.497 2.492  0.13
H -1.120 2.388 2.491  0.13
H 1.448 2.001 0.901  0.13
H 0.148 2.924 0.130  0.13
H 0.137 0.677 -0.488  0.08
H -1.991 2.133 0.426  0.12
H -2.491 0.599 0.543  0.11
H -1.166 1.317 -2.090  0.10
H -2.780 1.650 -1.701  0.13
H -3.850 -0.246 -3.168  0.09
H -2.862 -1.668 -3.104  0.09
H -2.184 -0.090 -3.691  0.08
C 0.419 -1.986 -1.502  -0.09
O 1.239 -0.889 -1.885  -0.19
C 1.243 -0.705 -3.289  -0.22
C 1.800 0.645 -3.720  -0.20
N 1.103 1.755 -3.080  -0.06
C 1.564 3.043 -3.581  -0.19
C 1.120 3.334 -5.041  -0.20
O -0.177 2.783 -5.205  -0.23
C -0.958 3.385 -6.219  -0.10
H 1.061 -2.864 -1.355  0.09
H -0.300 -2.216 -2.286  0.08
H -0.060 -1.795 -0.545  0.05
H 0.273 -0.877 -3.770  0.12
H 1.922 -1.472 -3.686  0.13
H 1.776 0.651 -4.817  0.12
H 2.863 0.607 -3.458  0.12
H 0.132 1.639 -3.359  0.07
H 2.646 3.142 -3.490  0.12
H 1.132 3.814 -2.936  0.11
H 1.809 2.834 -5.735  0.12
H 1.067 4.402 -5.267  0.12
H -1.944 2.924 -6.134  0.09
H -0.616 3.048 -7.205  0.09
H -1.019 4.469 -6.133  0.09
C 1.406 -3.901 1.513  -0.08
O 0.433 -2.886 1.479  -0.30
C -0.900 -3.397 1.694  -0.17
C -1.946 -2.289 1.671  -0.14
N -1.707 -1.109 2.553  -0.11
C -1.902 -1.336 3.979  -0.17
C -0.785 -2.073 4.679  -0.20
O 0.438 -1.366 4.515  -0.26
C 1.527 -1.766 5.283  -0.10
H 2.379 -3.416 1.482  0.09
H 1.305 -4.549 0.632  0.10
H 1.349 -4.571 2.379  0.10
H -0.845 -3.960 2.627  0.11
H -1.129 -4.093 0.882  0.14
H -2.983 -2.621 1.743  0.13
H -1.799 -1.811 0.695  0.10
H -2.351 -0.357 2.339  0.10
H -2.842 -1.858 4.209  0.13
H -1.902 -0.394 4.535  0.13
H -0.623 -3.144 4.504  0.12
H -0.981 -2.039 5.763  0.13
H 1.338 -1.727 6.367  0.10
H 2.403 -1.118 5.221  0.09
H 1.831 -2.785 5.020  0.10
O 2.751 -0.750 1.494  -0.09
H 3.010 -1.269 0.720  0.07
H 3.580 -0.460 1.893  0.08

Values from the calculation:
multiplicity = 4
<S²> = 3.752
largest force on an atom = 2.0 eV/Å
HOMO (spin up / spin down) = -6.27 / -11.08 eV
net charge = +1

Among the records above, which one has the highest net charge? C18H47N3O7Ti

Which value of net charge does entry 1 give? 0